132
Properties=species:S:1:pos:R:3:forces:R:3:mulliken_charge:R:1 method="wB97M-V/def2-TZVPD" mol_weight_da=1119.988 charge=0 orbital_gap_ev=7.62
H 4.324489 0.907874 -0.463397 0.21 -0.15 0.07 -0.45
C 5.052212 1.617610 -0.074793 -0.18 0.47 0.01 0.22
P -4.180184 5.051569 -0.952123 0.84 -0.92 0.72 0.22
H -4.876216 6.832295 1.091706 0.10 0.05 0.18 0.32
H 3.968555 -0.639087 3.087141 0.29 -0.33 0.29 0.37
H -2.556406 2.901893 -2.694607 -0.09 0.05 -0.44 0.25
O 2.348812 0.633513 -1.116836 -0.36 0.17 0.45 -0.14
H 4.169567 -0.827033 1.385565 -0.35 -0.49 -0.02 -0.52
H -1.044015 -1.605159 6.194328 0.00 -0.02 0.16 0.47
H 0.074243 -4.921101 3.917212 -0.10 -0.25 0.21 0.24
O 6.846992 0.416865 0.696755 0.22 -0.24 0.31 -0.61
N 2.552997 -4.598815 -3.798748 0.20 0.61 0.21 0.29
O 2.480536 -2.639671 1.435881 -0.06 -0.03 -0.68 -0.36
F -3.777698 -1.638494 0.999442 -0.17 0.30 -0.08 -0.27
O -3.696471 -3.286567 -1.706713 0.12 0.05 0.60 -0.70
H 1.168231 -5.757059 -2.660881 0.34 -0.12 0.01 0.19
C -3.889544 -1.072413 -0.221825 0.71 -1.72 -0.19 0.45
H 4.692727 -4.569885 -3.857620 -0.17 0.28 0.26 0.33
H -2.936885 3.200631 0.810866 -0.09 -0.26 0.21 0.13
O 3.180640 -3.071248 3.410520 -0.05 -0.05 -0.17 -0.59
H 0.454709 -1.222852 -2.569001 0.02 0.07 -0.06 -0.50
H 3.918083 -6.005903 -4.400591 0.03 -0.22 0.26 0.40
H -0.686413 -1.549711 -3.822742 -0.04 0.37 -0.37 0.48
P -1.218838 -2.545504 3.556800 -0.73 0.64 1.17 -0.47
H -4.780417 5.757751 2.544625 0.42 0.15 -0.06 0.46
H 5.737920 1.931860 -0.848972 0.12 -0.13 -0.01 0.34
N 1.699114 4.153485 4.173544 0.64 -0.29 -0.08 0.98
H 5.291688 -2.423277 -1.857876 0.50 0.74 0.11 0.43
C -3.739853 -2.704460 4.564181 -0.47 -0.82 0.57 -1.18
H 2.634405 3.720640 2.294838 0.25 -0.34 0.41 0.13
N -2.813097 -3.036999 3.508467 0.55 0.93 -0.60 0.60
C -4.978277 5.819959 1.475172 -0.70 -0.39 -0.22 -1.21
F -5.174899 -1.083838 -0.544935 -0.04 0.59 -0.06 -0.24
O -2.728306 -1.224919 -2.579008 0.02 -0.16 0.68 -0.67
H 0.731314 -0.351856 3.274742 0.39 0.02 0.35 0.16
S -2.915903 -2.107597 -1.445910 0.14 0.44 -0.98 1.26
O 2.652796 3.821044 4.848461 -0.01 0.10 0.10 -0.59
H 3.413550 2.883248 -2.343247 0.11 0.01 -0.03 0.13
H 2.830961 3.222896 -4.046554 0.00 0.13 0.11 0.33
Ca 0.327413 -3.032712 0.069909 0.10 1.09 0.61 1.30
C 1.453222 -5.538597 -3.702564 -0.78 -0.09 0.46 -0.93
H 1.874271 -3.357294 -5.883630 -0.39 -0.24 0.13 0.33
N -1.220516 -0.894531 3.800503 -0.39 -0.55 0.97 0.39
H 3.768991 -1.922901 -1.156209 -0.09 -0.07 -0.11 -0.29
H -0.093943 0.769671 4.369236 -0.11 0.01 -0.20 0.42
H -1.460949 4.441195 0.280806 0.21 0.03 -0.02 0.07
C 4.434714 -1.941003 -4.459850 -0.98 -0.03 -0.56 -1.12
N 4.549340 2.061225 -3.948163 0.35 0.02 -0.21 0.96
H 0.200483 -4.966338 5.727568 -0.08 -0.26 -0.17 0.43
H -4.301616 -4.102403 2.435036 -0.05 0.15 0.28 0.35
H 0.639801 -0.294113 -4.030676 -0.22 -0.01 -0.30 0.26
O 2.126002 0.691390 1.343844 -0.27 0.42 -0.37 -0.38
H -3.615373 -1.720759 5.015580 0.33 0.08 -0.28 0.34
C -1.436529 4.913792 -0.699643 -0.83 0.64 0.24 -1.02
C -2.110690 -0.046199 3.007967 -0.08 -0.74 -0.46 -0.75
H 4.185149 -2.646463 -5.254761 0.10 0.04 -0.08 0.49
C -4.992630 2.448490 -1.137746 0.38 0.00 -0.39 -0.91
H -5.675002 3.327172 -3.463228 0.07 -0.07 0.08 0.35
H 0.322756 -2.440073 -6.009867 0.06 -0.10 -0.19 0.35
C 0.260987 1.905121 -0.174397 0.99 -1.37 0.49 -0.69
H 4.480836 2.455051 0.318556 0.13 -0.06 0.24 0.05
H -4.110877 3.350135 2.173787 -0.07 -0.21 -0.14 0.48
O 5.333110 0.980605 2.132272 0.44 0.32 0.21 -0.57
N -4.139611 4.891631 0.723574 0.48 0.44 -0.40 0.36
N 5.819814 0.969742 1.021374 -0.40 0.36 -0.70 0.99
H 0.953790 4.223875 2.223088 -0.08 0.02 0.15 0.16
O -4.543107 6.399809 -1.413833 -0.60 0.01 0.13 -0.87
H -1.835901 -0.099984 1.950316 0.06 0.38 0.01 -0.10
H -5.778464 5.041835 -3.091270 -0.19 0.08 0.14 0.38
H 1.379847 -4.088348 4.720959 0.00 -0.14 0.16 0.22
F -0.338593 1.809599 -1.340909 -0.21 0.10 -0.38 -0.12
N -0.503232 -3.174910 4.928892 -0.16 0.63 -0.81 0.45
C -0.823487 -2.669095 6.266452 0.10 -0.09 -0.77 -1.29
O 1.772177 -3.134108 -1.715055 -0.18 -0.12 0.41 -0.34
H -3.133954 -0.419345 3.060636 0.05 0.07 0.16 0.19
P 2.288098 -3.096610 -3.114926 0.61 0.77 -1.95 -1.24
C 1.331021 -2.457116 -5.597788 0.46 0.17 0.00 -1.10
C 3.860989 -5.231261 -3.631058 -0.11 -0.33 -0.52 -1.06
H 1.712793 -6.482785 -4.176424 -0.01 0.07 -0.16 0.39
N 1.241010 -2.329780 -4.153623 0.07 -0.81 0.53 0.80
O -0.515625 -2.938293 2.310891 0.52 -0.94 -0.92 0.02
N 3.756572 -2.330688 -3.238540 0.18 0.08 1.77 1.04
H -4.693539 2.292806 -0.107473 -0.08 0.09 0.08 0.09
H 5.518802 -1.907665 -4.360642 -0.01 -0.14 0.32 0.40
O 0.766803 4.818849 4.558098 -0.27 0.17 0.04 -0.58
H -2.667697 4.365655 2.113915 0.04 -0.12 0.12 0.67
H -1.399013 5.994420 -0.537876 0.24 0.04 0.05 0.36
C 4.416691 -1.791972 -2.024081 -0.97 -0.98 -0.17 -0.45
H 1.290084 2.616895 2.860913 0.39 -0.15 -0.15 -0.13
O -1.658371 -2.362496 -0.693391 -0.49 -0.19 -0.15 -0.55
H -6.034981 5.535602 1.374842 -0.01 0.11 -0.04 0.33
H -1.708791 -3.166324 6.667059 0.18 -0.11 0.33 0.21
H -2.839757 -3.783554 1.557653 0.06 -0.12 0.05 0.17
H 2.683943 1.598375 -3.343144 -0.23 0.17 0.25 0.03
C -5.973158 4.048037 -2.693435 0.08 -0.11 0.11 -1.12
H -2.844624 -5.045086 2.803781 -0.11 -0.06 0.05 0.23
H 5.215703 -1.826017 2.403074 -0.01 0.05 0.48 0.48
C 4.237020 -1.365639 2.326775 -0.22 0.51 -0.96 -0.36
N 3.223345 -2.440646 2.377530 -0.02 -0.30 0.87 0.66
O 0.711378 -0.751068 0.006652 -0.31 0.61 0.05 0.28
H 0.528159 -5.145848 -4.131289 0.24 0.09 -0.34 0.31
C 3.269607 2.517461 -3.351028 -0.15 -0.46 -0.38 -0.36
H -4.757777 -2.768814 4.173832 0.04 0.17 -0.06 0.40
F -0.645788 1.892898 0.793725 -0.26 0.12 0.22 0.21
H 1.933266 -1.655020 -6.042278 -0.33 0.28 0.03 0.24
H -7.038908 3.915404 -2.495100 -0.04 0.09 -0.17 0.32
N -2.650026 4.587597 -1.463894 0.62 -0.49 0.43 0.33
C 1.672637 3.631136 2.783476 -0.93 0.46 -0.44 -0.03
O 4.590863 1.977225 -5.157018 -0.11 0.04 -0.08 -0.57
C 0.354456 -1.278265 -3.655221 0.26 -0.41 0.78 -0.49
H 3.984882 -5.675229 -2.639280 0.10 -0.04 -0.02 0.28
C 0.067920 -0.287926 4.143592 -0.27 0.45 -0.32 -1.18
C -3.219646 -4.050288 2.543940 0.35 -0.08 -0.39 -1.04
H 4.539846 -0.718032 -2.132234 0.67 -0.01 -0.06 0.03
O 5.459234 1.733063 -3.213873 -0.04 0.06 0.23 -0.55
C -3.434057 3.879587 1.499777 -0.01 0.63 -0.36 -1.34
N -5.232167 3.847632 -1.445064 -0.19 0.55 -0.76 0.29
H -3.690315 -3.444914 5.377658 -0.04 0.13 0.02 0.31
H -2.080480 0.977281 3.371253 0.09 0.04 0.03 0.58
F -3.391785 0.150041 -0.161692 -0.26 0.35 0.08 0.06
H -0.520044 4.603489 -1.193569 -0.24 -0.03 -0.30 0.47
S 1.495671 0.487373 0.055114 0.14 -0.67 -0.46 1.19
H 0.485844 -0.680654 5.068866 0.19 -0.42 -0.31 0.42
H 0.061046 -2.813849 6.885272 -0.18 0.01 0.27 0.45
H -4.209853 2.052766 -1.794957 0.07 -0.16 0.15 0.35
H -1.432826 4.167761 -3.140068 0.03 0.19 0.16 0.46
F 0.947842 3.046656 -0.109064 0.10 0.25 -0.07 -0.19
C -2.444648 3.988659 -2.777262 -0.19 -0.35 0.21 -1.04
C 0.328965 -4.373647 4.823632 0.24 0.62 -0.09 -0.94
H 4.093943 -0.949711 -4.779128 0.17 0.04 -0.09 0.11
H -3.112610 4.404870 -3.533505 -0.15 -0.13 0.08 0.33
H -5.871323 1.836778 -1.345830 -0.22 0.22 0.16 0.43